Record 1
DFT (ωB97M-V/def2-TZVPD) results for a 2-piece molecular cluster, C6H5F3OS overall.

## Properties
SMILES string: FC(F)(F)c1cccs1.C=O
molar mass: 182.17 g/mol
energy above the lowest of the compared OMol25 structures with the same formula, charge and spin: 6.7 kJ/mol
orbital gap: 10.1 eV
calculated total energy: -27336.6351 eV
highest occupied orbital energy: -0.345 hartree

Geometry as XYZ:
```
16
Properties=species:S:1:pos:R:3:forces:R:3:lowdin_charge:R:1
C 0.942 -1.817 0.598 1.8 -0.7 0.0 -0.1646
C 0.822 -2.277 -0.717 -0.8 0.4 1.0 -0.3833
C -0.932 2.498 -1.088 1.5 3.1 0.5 -0.1741
C -0.212 -1.118 1.048 0.2 1.2 1.0 -0.1136
C -1.108 -0.986 0.052 -0.7 -1.8 -0.3 -0.4937
C -2.407 -0.365 0.296 -1.2 1.8 -1.8 -0.5841
O -0.346 1.522 -1.391 1.3 -1.6 0.5 -0.0024
F -2.212 0.896 0.815 -0.5 -1.0 0.3 0.0907
F -3.044 -0.134 -0.922 0.3 -0.4 1.2 0.0656
F -3.287 -1.019 1.079 0.7 0.4 -0.3 0.1474
S -0.745 -1.945 -1.358 0.4 1.1 0.9 1.0675
H 1.878 -1.941 1.234 -1.4 0.1 -1.1 0.1234
H 1.478 -2.757 -1.439 0.2 0.0 0.8 0.0626
H -1.740 2.755 -1.736 -1.6 0.7 0.0 0.0663
H -0.454 -0.562 2.026 1.0 -1.2 -1.5 0.1606
H -0.491 3.377 -0.348 -1.1 -2.1 -1.1 0.1315
```
Forces are in eV/Å.

Record 2
DFT (ωB97M-V/def2-TZVPD) results for a 2-piece molecular cluster, C2H7NO overall.

## Properties
SMILES string: NC=O.C
molar mass: 61.08 g/mol
energy above the lowest of the compared OMol25 structures with the same formula, charge and spin: 37.6 kJ/mol
orbital gap: 11.0 eV
calculated total energy: -5724.8519 eV
highest occupied orbital energy: -0.372 hartree

Geometry as XYZ:
```
11
Properties=species:S:1:pos:R:3:forces:R:3:lowdin_charge:R:1
C -2.684 3.584 1.220 -0.7 -1.0 -0.8 -0.0509
H -3.291 4.399 0.828 0.6 0.8 0.9 0.0197
H -3.438 2.861 1.507 0.0 -0.6 -0.2 0.0071
H -2.126 3.237 0.360 0.1 -0.4 -0.2 0.0104
H -1.999 3.597 2.052 0.0 1.2 0.3 0.0137
C 1.429 -1.573 -0.741 0.0 0.4 -0.3 -0.4403
N 0.577 -2.326 -0.003 0.3 -1.2 0.2 0.1084
O 1.420 -0.376 -0.858 -0.3 0.3 -0.1 0.0206
H 2.149 -2.188 -1.310 0.1 -0.1 0.3 0.1240
H 0.945 -3.219 0.283 -0.3 -0.1 -0.2 0.0878
H -0.288 -2.063 0.430 0.1 0.7 0.1 0.0994
```
Forces are in eV/Å.

Record 3
DFT (ωB97M-V/def2-TZVPD) results for C30H18BrF3IrN3OS as an isolated structure.

## Properties
multiplicity: 2
⟨S²⟩: 0.93
molar mass: 797.68 g/mol
charge: +1
energy above the lowest of the compared OMol25 structures with the same formula, charge and spin: 309.3 kJ/mol
orbital gap (spin up / spin down): 5.0 / 5.5 eV
calculated total energy: -129781.0714 eV
highest occupied orbital energy (spin up / spin down): -0.392 / -0.395 hartree

Geometry as XYZ:
```
58
Properties=species:S:1:pos:R:3:forces:R:3:lowdin_spin:R:1
Ir 0.499 0.319 0.195 0.7 -2.7 -1.2 0.8824
Br 3.936 -5.260 3.671 -0.1 0.0 0.0 0.0067
C 2.823 -3.863 3.065 0.9 0.5 -0.6 0.0198
C 1.511 -3.761 3.541 -0.1 0.6 -0.3 0.0024
C 0.724 -2.721 3.111 0.0 -0.1 0.1 0.0132
C 1.188 -1.761 2.180 1.0 -0.4 -0.2 0.0138
O 0.380 -0.843 1.800 -1.0 0.2 0.6 0.0800
C 2.552 -1.877 1.695 -0.9 0.5 0.2 0.0213
C 3.138 -0.992 0.769 -0.6 0.3 -0.1 -0.0089
N 2.525 -0.025 0.094 -0.9 -1.5 2.2 0.0222
C 3.145 0.699 -0.868 2.1 1.3 -2.2 -0.0027
C 4.519 0.640 -1.194 -1.8 -0.3 0.9 0.0061
C 5.034 1.414 -2.211 -0.1 1.0 -1.0 -0.0006
C 4.228 2.278 -2.934 0.4 -0.5 0.4 0.0066
C 2.854 2.379 -2.646 -0.1 -0.2 0.3 -0.0002
C 1.987 3.254 -3.331 -0.7 -0.2 0.4 0.0007
C 0.648 3.263 -2.994 0.8 0.4 -0.6 -0.0006
C 0.174 2.424 -1.999 0.5 -1.0 1.0 0.0028
N 0.980 1.598 -1.305 -1.0 0.9 -1.2 0.0014
C 2.302 1.573 -1.614 1.0 -0.1 -0.2 0.0009
C 3.333 -2.939 2.171 -0.1 -1.0 0.8 -0.0122
H 1.127 -4.488 4.236 -0.1 -0.1 0.1 -0.0004
H -0.291 -2.611 3.462 -0.1 0.0 0.0 0.0003
H 4.183 -1.185 0.550 0.0 0.1 0.0 -0.0005
H 5.183 -0.010 -0.648 0.1 0.0 0.1 0.0004
H 6.088 1.347 -2.438 0.0 0.0 0.0 -0.0002
H 4.643 2.882 -3.723 0.1 0.1 -0.1 0.0003
H 2.374 3.903 -4.100 0.0 0.1 -0.1 0.0000
H -0.047 3.919 -3.492 -0.1 0.0 -0.1 -0.0001
H -0.869 2.421 -1.723 0.0 -0.1 0.1 0.0010
H 4.347 -3.043 1.815 0.1 0.0 0.0 -0.0007
F 0.892 -4.623 0.295 0.0 0.1 0.0 -0.0021
C -0.392 -4.886 0.006 0.2 -0.3 0.2 -0.0021
F -0.403 -5.571 -1.143 -0.1 0.0 -0.2 -0.0014
F -0.821 -5.718 0.967 -0.2 0.0 0.0 -0.0002
C -1.249 -3.649 -0.055 0.2 0.3 0.0 -0.0131
C -2.595 -3.738 0.272 0.0 0.2 -0.1 0.0007
C -3.381 -2.595 0.249 0.2 -0.1 0.0 -0.0114
C -2.763 -1.376 0.004 -0.3 -0.1 0.3 0.0080
N -1.486 -1.290 -0.310 0.6 -0.1 -0.5 0.0794
C -0.739 -2.394 -0.424 -0.8 -0.5 0.2 -0.0155
S 0.829 -2.102 -1.080 0.1 2.1 0.6 -0.2317
H -3.019 -4.692 0.552 0.0 0.0 0.0 0.0003
H -4.439 -2.653 0.448 -0.1 0.1 0.1 -0.0003
H -3.305 -0.442 0.063 0.0 0.1 0.1 0.0018
C -1.097 1.399 0.545 -0.1 0.6 0.5 0.0572
C -2.065 2.143 0.621 1.3 -1.0 0.1 0.0552
C -3.197 2.963 0.544 -1.0 0.7 -0.2 0.0060
C -4.076 2.768 -0.536 0.4 0.2 0.3 0.0048
C -5.152 3.611 -0.704 -0.2 0.2 0.1 -0.0002
C -5.381 4.635 0.207 0.1 -0.1 0.0 0.0042
C -4.531 4.817 1.291 -0.2 0.0 -0.2 -0.0003
C -3.438 3.993 1.464 0.1 -0.4 -0.2 0.0050
H -3.879 1.972 -1.239 0.0 -0.1 -0.1 0.0003
H -5.810 3.477 -1.549 -0.1 0.0 0.0 -0.0001
H -6.225 5.291 0.070 -0.1 0.1 0.0 0.0002
H -4.726 5.607 1.999 0.0 0.1 0.1 -0.0001
H -2.771 4.124 2.303 0.1 0.0 0.0 0.0002
```
Forces are in eV/Å.

Record 4
DFT (ωB97M-V/def2-TZVPD) results for a 8-piece molecular cluster, C22H64N4O10 overall.

## Properties
SMILES string: COC[C@H](C)N.COC[C@H](C)N.COC[C@H](C)N.COC[C@H](C)N.OCCO.OCCO.CO.CO
molar mass: 544.77 g/mol
energy above the lowest of the compared OMol25 structures with the same formula, charge and spin: 814.5 kJ/mol
orbital gap: 9.2 eV
calculated total energy: -50279.1820 eV
highest occupied orbital energy: -0.323 hartree

Geometry as XYZ:
```
100
Properties=species:S:1:pos:R:3:forces:R:3:lowdin_charge:R:1
C 22.655 26.555 27.532 -1.0 -2.1 2.0 -0.1918
O 22.501 26.243 26.184 0.7 1.5 -1.9 -0.1155
H 23.564 26.211 28.026 0.4 -0.1 -0.5 0.0732
H 22.485 27.545 27.955 -0.1 0.5 -1.4 0.0793
H 21.854 25.927 27.922 -0.1 0.2 1.4 0.0730
H 22.852 25.374 25.976 0.1 0.0 0.3 0.0815
C 23.937 21.559 22.640 0.4 -0.9 0.5 -0.1510
O 23.831 21.506 24.072 -0.6 0.7 -0.2 -0.1343
H 22.970 21.698 22.157 -0.1 0.2 0.4 0.0744
H 24.614 22.347 22.309 0.1 0.0 0.1 0.0707
H 24.302 20.587 22.308 0.2 0.1 -0.4 0.0733
H 24.402 20.840 24.462 0.1 0.0 -0.4 0.0673
C 22.844 22.851 11.887 -0.9 -0.5 -0.5 -0.0490
C 22.024 21.665 11.230 1.1 0.0 3.8 -0.4365
C 21.563 21.819 9.833 0.5 -0.5 -0.5 -0.2168
O 20.903 20.628 9.438 -0.4 -0.6 0.1 -0.1994
C 20.371 20.561 8.113 0.3 1.4 0.7 -0.0860
N 22.834 20.477 11.493 0.5 -1.0 -1.7 0.0206
H 22.124 23.491 12.397 0.2 0.5 -0.3 0.0648
H 23.497 23.402 11.210 -0.2 0.0 -0.1 0.0692
H 23.477 22.439 12.672 0.0 -0.1 -0.1 0.0625
H 21.162 21.600 11.895 -0.7 0.1 -0.2 0.1235
H 22.463 21.947 9.232 0.0 0.3 -0.5 0.1322
H 20.927 22.704 9.840 -0.2 0.1 -0.5 0.1343
H 19.591 21.318 8.032 -0.4 0.0 -0.1 0.0799
H 19.941 19.581 7.908 0.4 0.0 0.2 0.0885
H 21.133 20.874 7.399 0.2 -0.4 -0.3 0.0827
H 22.927 20.125 12.435 -0.3 0.7 0.2 0.0707
H 22.510 19.693 10.946 -0.1 -0.1 -0.2 0.0587
C 18.047 33.140 23.917 0.5 1.6 -0.7 -0.0567
C 17.642 33.973 22.620 1.2 -2.2 2.1 -0.4013
C 18.859 34.644 21.985 -0.7 0.3 1.5 -0.2441
O 18.386 35.413 20.897 1.0 0.0 -0.3 -0.1791
C 19.509 35.879 20.170 0.1 0.5 -0.5 -0.1144
N 17.120 32.998 21.649 -0.5 1.6 -0.1 0.0376
H 18.532 33.812 24.625 0.1 0.2 0.1 0.0613
H 18.822 32.423 23.647 -0.2 -0.3 0.0 0.0674
H 17.227 32.687 24.473 -0.1 -0.1 -0.6 0.0705
H 16.945 34.746 22.944 -0.4 -0.2 -0.5 0.1344
H 19.587 33.872 21.737 0.1 -0.1 -0.6 0.1273
H 19.344 35.306 22.702 0.2 0.2 0.2 0.1240
H 19.221 36.578 19.385 -0.5 -0.4 -0.2 0.0859
H 20.077 35.043 19.763 0.0 -0.1 -0.2 0.0898
H 20.203 36.498 20.739 0.0 -0.2 0.8 0.0831
H 17.294 33.602 20.858 -0.8 -0.6 -1.3 0.0485
H 17.793 32.254 21.534 0.2 -0.2 0.3 0.0661
C 15.314 21.135 29.868 -0.6 2.3 -1.5 -0.0488
C 14.942 21.758 28.443 0.3 -1.0 1.2 -0.4056
C 15.647 23.114 28.134 -1.0 -0.1 -1.5 -0.1431
O 14.983 23.627 26.891 1.6 0.8 1.2 -0.2016
C 15.443 24.942 26.489 -0.2 -0.1 0.0 -0.1193
N 15.180 20.692 27.463 0.7 0.4 -1.0 0.0119
H 16.395 21.101 30.010 0.0 -0.7 -0.3 0.0712
H 14.747 20.208 29.956 0.5 0.0 0.3 0.0682
H 14.997 21.886 30.592 -0.4 -0.3 0.3 0.0630
H 13.863 21.896 28.378 -0.1 0.8 0.7 0.1234
H 16.730 23.053 28.024 0.1 -0.6 -0.6 0.1173
H 15.577 23.870 28.915 -0.8 -0.1 0.3 0.1112
H 16.479 25.042 26.167 0.3 -0.9 -0.1 0.0767
H 15.385 25.731 27.238 -0.5 -0.3 0.7 0.0742
H 14.841 25.299 25.653 -0.2 -0.4 0.0 0.0807
H 14.633 20.908 26.642 0.2 0.2 -0.4 0.0626
H 14.799 19.798 27.740 0.1 0.0 0.6 0.0579
C 16.102 27.030 10.832 2.0 0.0 -0.6 -0.0816
C 15.303 26.460 11.940 -0.5 0.7 0.2 -0.4688
C 15.472 24.961 12.155 -0.9 -0.5 -0.2 -0.2035
O 14.896 24.357 11.013 -0.6 -2.0 -1.6 -0.2023
C 14.575 22.903 11.033 0.5 1.1 1.5 -0.0566
N 15.676 27.221 13.118 0.4 -0.8 1.4 0.0244
H 15.988 26.545 9.862 -0.6 0.7 -0.1 0.0832
H 17.170 26.926 11.025 0.3 -1.0 0.5 0.0768
H 16.185 28.112 10.927 -1.2 0.3 -0.9 0.0787
H 14.242 26.657 11.789 -0.3 -0.5 -0.6 0.1374
H 14.878 24.648 13.013 0.0 0.1 0.5 0.1165
H 16.502 24.643 12.316 0.3 0.1 -0.1 0.1303
H 13.871 22.715 11.843 0.0 0.1 0.3 0.0741
H 15.453 22.285 11.220 0.3 0.2 0.1 0.0761
H 14.091 22.441 10.173 0.1 1.2 -0.6 0.0782
H 15.290 26.688 13.885 0.1 0.2 0.6 0.0612
H 15.225 28.122 13.179 -0.1 0.1 -0.4 0.0759
C 16.130 35.237 14.540 -1.0 1.0 1.2 -0.2424
C 15.616 36.713 14.474 0.5 -1.1 0.3 -0.2374
O 15.716 37.195 13.141 0.1 0.0 0.2 -0.0696
O 15.159 34.425 13.899 0.7 0.3 -0.2 -0.0642
H 16.150 34.938 15.588 0.1 -0.1 0.1 0.1139
H 17.132 35.104 14.132 0.1 0.1 -0.2 0.1121
H 16.168 37.394 15.121 0.1 -0.1 0.3 0.1124
H 14.575 36.695 14.797 0.0 0.1 -0.2 0.1200
H 16.630 37.488 13.145 0.1 0.2 -0.8 0.0839
H 15.099 34.901 13.067 -0.6 -0.4 -0.7 0.0714
C 21.606 28.825 18.613 1.0 0.5 0.8 -0.1963
C 22.051 28.657 20.125 0.3 1.1 -2.0 -0.2649
O 20.912 28.577 20.917 -0.4 -0.3 0.5 -0.0532
O 20.992 30.126 18.329 0.2 -1.5 0.8 -0.0787
H 21.031 27.930 18.373 -0.8 0.4 0.0 0.1100
H 22.462 28.783 17.940 0.5 -0.2 0.3 0.1028
H 22.684 29.491 20.428 -0.1 0.6 -0.1 0.1085
H 22.726 27.813 20.265 -0.2 -0.6 -0.5 0.1110
H 21.216 28.260 21.771 -0.3 0.0 0.2 0.0878
H 20.446 29.990 17.551 -0.1 0.1 0.0 0.0727
```
Forces are in eV/Å.

What is the molar mass in the fourth record? 544.77 g/mol